1.
Molecular formula: C26H50N2O4P
Method: DFT, wB97M-V/def2-TZVPD

Last column: Löwdin charge in e.
Atoms and positions in Å:
H: 1.3094 -0.7264 -1.3782  0.05
C: -4.7170 -0.8243 -0.5316  -0.08
H: 2.5192 4.6261 -0.4532  0.10
H: -3.4668 -2.5936 -4.6621  0.14
H: 2.2619 6.8466 4.3856  0.12
H: 2.9740 1.1776 -2.0373  0.11
H: -0.8063 -4.5025 -5.1674  0.14
H: 4.2392 4.5527 4.0091  0.12
H: 1.4533 4.6814 2.7784  0.12
H: 1.2733 -5.7781 -4.6547  0.15
H: 0.3374 4.1391 -1.3276  0.12
C: 0.4980 -2.6535 0.6674  -0.43
C: -0.0047 -3.3439 -2.0480  -0.29
H: 1.9756 1.5763 5.8309  0.11
C: 1.1487 -0.4324 5.4605  -0.16
O: 2.9130 5.7948 1.8386  -0.15
H: 4.4425 3.3869 -1.3267  0.11
H: 3.7050 3.2896 -2.9294  0.11
H: -0.7347 -0.8509 4.4641  0.12
H: 0.5679 -4.3281 2.0712  0.07
H: 2.6852 4.4781 4.8481  0.11
C: -0.7679 -3.4998 -3.2578  -0.25
C: -4.0876 -1.3334 -1.8355  -0.43
H: -4.7849 -4.3386 -3.4783  0.15
C: 3.5135 6.8287 2.6243  -0.20
C: 1.2743 1.2366 3.7881  -0.21
H: -4.5633 -1.5506 0.2723  0.08
H: -2.6726 -5.2528 -2.1908  0.08
O: 0.5981 0.1081 3.2219  -0.16
C: 3.2393 6.4691 4.0789  -0.16
C: 2.5445 4.6992 2.6758  -0.22
H: -4.2285 0.1002 -0.2131  0.08
H: 0.8076 2.1480 3.4123  0.11
H: 2.2884 -5.4265 -2.5734  0.18
H: 3.9883 6.8718 4.7584  0.11
C: 0.3385 -0.8584 4.2450  -0.21
H: 4.5882 6.8520 2.4170  0.12
C: -3.4708 -4.6023 -1.8183  -0.04
H: 2.3203 1.2231 3.4633  0.12
H: 1.4939 -2.9481 0.3300  0.07
N: 1.4481 -4.9052 -2.7913  0.05
H: 2.8549 1.8330 -0.3916  0.11
H: -0.0841 0.1959 -0.7126  0.05
H: 0.6247 -1.7434 1.2656  0.07
H: 2.1657 -0.8248 5.3961  0.12
O: -1.8286 -2.7400 -3.4388  -0.01
H: -5.4567 -2.9627 -1.5093  0.12
H: 0.7111 -0.7735 6.3967  0.11
N: 1.0770 -4.0538 -1.8481  0.12
C: 2.5020 4.4116 -1.5231  -0.16
C: -3.0481 -3.3336 -3.9792  -0.09
H: -2.7782 -4.2052 -4.5796  0.12
H: -0.9048 -3.3067 2.1603  0.07
C: 3.4958 3.3016 -1.8576  -0.16
H: -4.3691 -0.5390 -3.8611  0.07
P: -0.5557 -2.1708 -0.7366  1.01
H: -3.0477 0.2204 -2.9991  0.07
H: -0.7085 -4.4266 0.8114  0.05
H: -3.1035 -3.9985 -0.9848  0.07
H: -5.6278 -2.2311 -3.0828  0.12
C: -0.1696 -3.7682 1.4998  -0.15
H: -3.0697 -1.6286 -1.5899  0.05
C: -0.3028 -4.3776 -4.2202  0.05
C: 1.1611 1.0871 5.2994  -0.16
H: -0.1167 -0.4605 -2.3731  0.05
H: 0.9538 3.9274 -2.9767  0.12
C: -4.0691 -3.7193 -2.9221  -0.33
C: -4.8831 -2.5472 -2.3454  -0.15
C: -4.0511 -0.1908 -2.8734  -0.06
O: 1.3310 2.3676 -1.6741  -0.17
C: 2.7090 2.0623 -1.4538  -0.22
H: 3.0846 7.7868 2.3309  0.12
C: 3.2191 4.9424 4.0198  -0.17
C: 0.8342 -5.0811 -3.9536  0.00
H: 0.6097 -1.8480 3.8719  0.10
H: 2.6925 5.3429 -2.0534  0.12
H: 2.8606 3.7684 2.1997  0.11
H: -5.7882 -0.6480 -0.6533  0.09
H: -4.2458 -5.2625 -1.4251  0.09
H: 0.2194 1.5115 5.6524  0.12
C: 0.2219 -0.6324 -1.3479  -0.25
C: 1.1784 3.7723 -1.9163  -0.19
H: -4.7394 0.6061 -2.5882  0.08

Properties
HOMO-LUMO gap = 6.99 eV
total charge = +1
calculated total energy = -48223.8653 eV

***

2.
Molecular formula: C26H50N6O3
Method: DFT, wB97M-V/def2-TZVPD

Last column: Löwdin charge in e.
Atoms and positions in Å:
H: -2.2603 -6.4712 -6.0930  0.06
C: 4.1958 -3.0479 0.4379  -0.07
C: -1.1500 -0.2841 3.6128  -0.21
H: 4.3176 -0.9517 -2.2181  0.10
N: 0.0546 -3.1096 0.9277  0.11
H: -2.7503 -4.9828 -4.4310  0.10
H: 1.7871 3.5895 0.1330  0.06
H: -2.0639 -0.4199 3.0423  0.10
H: -2.1001 -2.9382 -3.1645  0.03
H: -1.7659 -1.7719 4.9867  0.11
C: 1.5230 7.3257 1.4920  -0.28
H: 2.4754 7.3663 0.9569  0.12
H: 0.2275 -3.2886 -6.0748  0.11
H: -2.6030 0.0388 6.6943  0.10
N: -0.3079 0.1734 -0.5762  0.09
H: -4.4838 0.3015 4.7210  0.06
C: 2.0455 -2.0049 0.0753  -0.15
N: 1.5763 6.1932 2.3962  -0.20
H: 5.7827 -2.4683 -0.9110  0.10
H: 0.5505 0.6690 -0.7981  0.11
H: -1.1236 6.6508 1.8716  0.07
H: 2.0012 -0.6681 -1.6257  0.10
H: -2.8135 -4.3754 -7.5169  0.11
H: 3.0518 5.1798 1.3692  0.11
H: -0.5793 -0.6014 5.6696  0.11
H: 0.4867 -5.4771 -5.0048  0.05
H: 2.2112 4.2233 2.5500  0.09
C: -1.6422 -6.0576 -6.8903  -0.09
H: 0.3429 8.7302 2.6713  0.06
C: -0.2075 -1.2568 -0.6665  -0.41
H: 1.4147 9.4738 1.4942  0.07
N: 1.7892 1.2580 1.9560  -0.02
H: -1.1330 4.9240 2.2458  0.05
C: 1.3276 8.6539 2.2081  -0.09
H: -3.8452 -3.1241 -3.2098  0.07
N: -1.7877 -3.7193 -5.8540  -0.20
C: 0.4179 -0.6649 1.5765  -0.31
H: 0.9119 5.0979 -0.0955  0.07
H: 0.8517 -0.9582 3.6439  0.13
H: 2.0849 8.7933 2.9804  0.08
O: 1.7653 -0.1247 1.7718  -0.06
H: -3.7946 -4.0220 -5.4663  0.12
O: -0.7711 -1.8811 -1.4973  0.16
C: 4.7479 -2.3508 -0.6326  -0.08
H: -0.2544 -2.1573 3.0442  0.11
H: -0.7795 -2.9966 1.4886  0.08
H: -0.4459 1.3455 1.2359  0.11
H: -1.9246 -6.5611 -7.8174  0.07
H: -1.1046 -4.1631 -7.7612  0.11
H: -0.2306 -3.6256 0.1028  0.10
C: 2.8619 -2.8860 0.7895  -0.02
C: -0.0105 -1.0992 3.0008  -0.10
H: -1.5521 0.0565 1.0313  0.13
C: -0.9567 5.9160 2.6600  -0.08
C: -2.6400 0.0727 5.6090  -0.28
H: 0.9509 -4.2652 -3.8237  0.07
C: -2.9634 -2.9352 -3.8249  -0.09
C: -0.4723 -3.5226 -5.2684  -0.24
H: -2.5191 1.0966 5.2580  0.10
H: 2.4438 -3.4304 1.6210  0.11
C: 3.9308 -1.5005 -1.3747  -0.07
H: 0.3103 3.8757 1.0351  0.04
H: 0.7406 7.2188 0.7235  0.10
H: -3.7834 -1.1273 4.3880  0.05
H: 0.6241 5.1832 3.9326  0.11
C: -1.4599 -0.7274 5.0474  -0.20
N: -3.9275 -0.4416 5.1156  -0.01
H: -0.6028 -6.3153 -6.6909  0.05
C: 0.1099 -4.6496 -4.4049  -0.08
C: 2.5945 -1.3348 -1.0200  -0.03
C: 0.4390 6.0448 3.2862  -0.25
C: -2.8534 -3.9954 -4.9099  -0.28
H: 4.8294 -3.7110 1.0065  0.10
H: -0.6206 -5.0427 -3.6967  0.07
H: -3.0604 -1.9398 -4.2603  0.08
C: 0.6004 -1.8335 0.5149  -0.31
H: -0.8646 0.7672 3.6190  0.12
C: 1.2081 4.3585 0.6492  -0.09
O: 2.7166 1.5813 2.5919  0.08
H: -1.7170 6.0832 3.4259  0.07
H: -0.5091 -2.6169 -4.6575  0.10
C: 2.0548 4.9729 1.7711  -0.25
C: -0.5080 0.3245 0.8879  -0.12
C: -1.8394 -4.5443 -7.0466  -0.25
H: 0.4270 6.9032 3.9629  0.10

Properties
HOMO-LUMO gap = 7.87 eV
SMILES = NCCCC[C@]1(ON=O)CNC(=O)[C@@]1(N)c1ccccc1.CCN(CC)CC.CCN(CC)CC
energy above the lowest of the compared OMol25 structures with the same formula, charge and spin = 0.0 kcal/mol
calculated total energy = -42852.4008 eV

***

- What is the calculated total energy in the first record?
  -48223.8653 eV

***

- Which value of calculated total energy does entry 2 give?
  -42852.4008 eV

***

- The highest calculated total energy belongs to which entry?
  C26H50N6O3

***

- Which of these has the lowest calculated total energy?
  C26H50N2O4P